Molecular formula: C3H6O3
Method: DFT, ωB97M-V with the def2-TZVPD basis set

Cartesian coordinates (Å):
O (-2.0445, 0.5343, 0.3427)
C (-1.2381, 0.3469, -0.5278)
O (-1.3057, 0.9528, -1.7234)
C (-0.0619, -0.5465, -0.3789)
C (0.7974, -0.0798, 0.8218)
O (1.8442, -0.9943, 0.9830)
H (-2.1160, 1.4803, -1.7597)
H (0.6085, -0.5547, -1.2322)
H (-0.3871, -1.5417, -0.0795)
H (0.1901, -0.0603, 1.7288)
H (1.0691, 0.9694, 0.6374)
H (2.6441, -0.5063, 1.1877)

Output
SMILES = O=C(O)CCO
frontier orbital gap = 11.2 eV
largest force on an atom = 1.48 eV/Å
multiplicity = 1
net charge = 0
E_tot = -9350.8425 eV

=====

Molecular formula: C3H6O3
Method: DFT, ωB97M-V with the def2-TZVPD basis set

Cartesian coordinates (Å):
C (2.7726, 0.2406, 1.2746)
C (1.6991, -0.6479, 1.1338)
O (0.4686, 0.0039, 0.8967)
H (3.5165, 0.0292, 1.9607)
H (2.7445, 1.2726, 0.7016)
H (1.6228, -1.7363, 1.4587)
H (0.4514, 0.8472, 1.4114)
O (-2.3018, 0.5208, -0.3116)
C (-1.9828, 0.0114, -1.3862)
O (-0.6992, -0.1942, -1.6801)
H (-2.6715, -0.4581, -2.1293)
H (-0.3382, -0.2225, -0.7765)

Output
SMILES = C=CO.O=CO
frontier orbital gap = 10.1 eV
largest force on an atom = 4.35 eV/Å
multiplicity = 1
net charge = 0
E_tot = -9348.7268 eV

=====

Molecular formula: C3H6O3
Method: DFT, ωB97M-V with the def2-TZVPD basis set

Cartesian coordinates (Å):
C (-1.7743, 0.0360, -0.2469)
C (-0.5045, 0.5640, 0.3758)
C (1.7361, -0.1495, -0.4114)
O (-1.2429, -0.4959, 0.9936)
O (1.6818, -1.5140, -0.2327)
O (2.4301, 0.6337, 0.4232)
H (-2.7090, 0.5763, -0.1203)
H (-1.8107, -0.6182, -1.1252)
H (-0.3516, 1.4587, 0.8931)
H (1.4486, 0.3602, -1.2225)
H (1.8897, -1.6309, 0.6599)
H (2.8152, 0.1563, 1.1802)

Output
frontier orbital gap (alpha / beta) = 7.4 / 7.1 eV
largest force on an atom = 5.73 eV/Å
multiplicity = 1
net charge = 0
E_tot = -9345.1529 eV

=====

Molecular formula: C3H6O3Tb
Method: DFT, ωB97M-V with the def2-TZVPD basis set

Cartesian coordinates (Å):
O (1.0464, 0.1200, 0.7974)
C (0.6285, -1.1079, 0.2055)
C (-0.6292, -0.8624, -0.6185)
O (-1.4646, 0.0044, 0.1061)
C (-0.9399, 1.3227, 0.2537)
Tb (1.3889, 2.0535, -0.3624)
H (0.4025, -1.6556, 1.1306)
H (-1.1520, -1.8216, -0.7405)
H (-0.4235, -0.4876, -1.6345)
H (-1.1367, 1.6674, 1.2809)
H (-1.6749, 1.9466, -0.2947)
H (1.3536, -1.7288, -0.3378)
O (2.6009, 0.5494, 0.2141)

Output
frontier orbital gap (alpha / beta) = 7.7 / 7.1 eV
largest force on an atom = 4.77 eV/Å
multiplicity = 7
net charge = +1
<S²> = 12.83
E_tot = -31771.2893 eV